Formula: C30H54Br20N3O4P
Source: OMol25
Level of theory: ωB97M-V/def2-TZVPD

Kohn-Sham gap   5.6 eV
Calculated total energy   -1454772.85708 eV
Maximum force   8.6 eV/Å

Last column: Mulliken charge in e.
Geometry (Å):
Br  1.5331  -6.1576  4.2370  -0.14
H  -4.4123  3.4376  -1.5457  0.32
C  4.1825  7.1403  -11.5599  -0.58
H  -1.0063  -4.7228  3.7749  0.01
C  -0.3433  1.7198  8.3648  -0.53
H  -4.1629  4.8626  -2.7669  0.24
H  -0.8444  1.0776  0.7425  0.17
Br  -5.0812  4.7123  4.6957  -0.15
C  1.0680  -7.0275  -1.9217  -0.46
C  7.3421  -1.7304  4.9381  -0.56
H  -0.1542  -0.4241  8.2458  0.38
H  -2.2920  -5.9443  3.9567  0.40
H  -0.5716  -2.7429  -0.6526  0.32
H  3.2932  -4.0314  1.6067  0.10
O  -4.1408  -5.2542  -1.8048  -0.66
O  -1.7927  -5.6119  -1.4493  -0.54
H  6.7100  -2.9808  6.6202  0.34
Br  5.5586  -0.9514  4.8093  -0.10
H  1.4516  -3.2190  3.6571  -0.14
C  4.0082  -4.8427  1.7649  -0.23
C  -1.5804  1.5218  -3.4187  0.04
H  4.1641  6.1607  -12.0451  0.38
Br  2.8993  -5.2401  -3.2144  -0.17
Br  -0.3073  3.2605  7.1695  -0.16
C  -1.6657  5.4391  -7.1491  -0.50
C  -1.8783  -0.0320  -2.9439  0.35
C  7.5590  -2.3796  6.2852  -0.57
H  -1.2084  1.8450  9.0216  0.37
C  -2.7403  -4.7182  -1.7553  0.08
P  0.3764  0.0528  -1.0449  0.01
Br  -0.4414  -1.7777  4.4218  -0.13
H  -1.1994  2.2221  -2.5613  0.07
C  -1.2889  -5.6505  4.2798  -0.31
Br  -2.1249  2.0404  3.5684  -0.07
C  -0.5352  5.4296  -8.1516  -0.60
C  -0.3629  0.4246  7.5866  -0.60
H  8.0562  -0.9314  4.7210  0.41
H  1.1939  -0.4035  2.3820  0.46
N  -4.0512  2.8650  -3.6076  0.12
H  -0.3808  -7.1559  3.0328  0.32
H  -5.3697  1.0941  -4.0518  0.23
H  8.4580  -3.0041  6.2716  0.37
O  1.3651  0.7768  -2.3076  -0.52
H  7.3846  -2.4773  4.1398  0.26
H  0.3393  0.4094  6.7493  0.32
C  -1.2648  -2.2054  -1.4619  -0.35
H  -3.9541  -0.2446  3.9597  0.28
C  -3.1175  -0.8906  -3.6611  -0.43
C  -5.0896  1.8464  -3.1922  -0.74
C  -3.6420  1.3850  2.5320  -0.52
H  -2.3739  6.4413  6.8022  0.31
H  0.5727  1.7983  8.9579  0.36
C  1.5552  -1.4349  2.3931  -0.76
H  0.3082  4.8028  -7.8494  0.38
H  3.8179  7.8962  -12.2618  0.35
H  2.6146  -1.4473  2.1174  0.43
H  -6.0716  2.4564  -2.9286  0.35
C  -3.9669  -0.0481  2.8842  -0.53
N  -0.1549  1.3815  0.0203  -0.40
Br  -2.1346  0.0693  6.8514  -0.16
H  -3.3941  1.5283  1.4773  0.25
H  -0.4342  -7.6088  4.7561  0.40
C  -3.2899  6.3628  6.2091  -0.49
H  -2.6003  3.8437  -2.1580  0.25
Br  -0.9924  5.6196  -5.3271  -0.15
H  1.8232  1.5513  -1.8279  0.34
Br  -3.2539  7.9036  5.0138  -0.15
H  5.9820  -5.4790  1.0646  0.42
H  -4.7590  1.2281  -2.2378  0.27
C  3.3937  7.1871  -10.2719  -0.49
H  0.5348  -7.9836  -1.9334  0.34
N  -1.0168  -0.7399  -1.8770  0.53
Br  5.8394  -3.0553  0.4722  -0.17
Br  6.0557  7.5912  -11.2567  -0.14
H  4.7806  -5.1797  -0.2182  0.20
Br  3.7383  5.6111  -9.1751  -0.12
H  -3.7925  -0.3905  -4.4765  0.41
H  3.4749  -5.7987  1.7532  0.07
H  -0.4685  2.2263  -0.5065  0.28
H  -0.6805  1.4464  -4.1996  0.33
H  2.3187  7.1599  -10.4773  0.22
Br  1.7413  -6.8470  -0.0997  -0.07
O  -2.7294  2.2961  -5.5765  -0.55
C  -3.7306  3.7948  -2.4580  -0.72
C  -3.3095  5.0677  5.4309  -0.47
H  -4.3343  -3.0645  -3.7887  0.38
C  -2.8190  2.2365  -4.2203  -0.13
C  -0.3077  -6.7779  4.0576  -0.54
Br  0.6454  -2.3734  0.9450  0.18
C  5.1387  -4.8522  0.7624  -0.41
H  3.0419  -7.6639  -2.6220  0.36
H  -3.1007  4.2189  6.0901  0.21
Br  -2.6977  -1.2813  2.0643  -0.08
C  2.1986  -7.0370  -2.9242  -0.56
H  -4.1550  6.4881  6.8659  0.39
C  -2.4527  -3.1381  -2.1191  0.12
C  1.3419  -2.1328  3.7163  0.08
Br  7.8926  -1.0440  7.6674  -0.15
H  -0.8933  5.1021  -9.1321  0.38
Br  -1.4685  -5.2350  6.1769  -0.14
Br  4.6815  -4.6621  3.5869  -0.12
H  -4.4737  2.0452  2.7983  0.33
H  -2.3807  6.2503  -7.3073  0.38
H  -2.1990  4.4831  -7.1608  0.27
C  -3.4525  -2.4691  -3.2731  -0.56
H  1.8405  -7.3646  -3.9047  0.39
Br  0.1655  7.2265  -8.4418  -0.16
H  -4.9424  -0.3322  2.4784  0.39
H  3.6188  8.0608  -9.6553  0.38
H  2.0298  -1.7426  4.4722  0.35
H  0.3530  -6.2163  -2.0798  0.29
H  -2.6073  5.0524  4.5936  0.34

Formula: C5H4I2
Source: OMol25
Level of theory: ωB97M-V/def2-TZVPD

Kohn-Sham gap   8.1 eV
Calculated total energy   -21445.18424 eV
Maximum force   3.4 eV/Å

Last column: Mulliken charge in e.
Geometry (Å):
I  -2.8770  -1.6256  -0.4771  0.02
H  -0.6629  -0.6880  -1.9353  0.31
H  2.9156  0.4762  1.2298  0.47
C  -1.0801  -0.1248  -0.9399  -1.00
I  3.0058  -1.5024  -0.4603  -0.03
C  1.2612  1.0682  -0.1227  -0.61
C  2.0321  0.1520  0.6740  -0.14
C  0.0823  0.2392  -0.1125  0.94
H  0.1100  0.1309  1.9813  0.21
H  -1.6887  0.8457  -1.2175  0.38
C  0.6412  -0.1528  1.0509  -0.55

Formula: C3H13N3O2
Source: OMol25
Level of theory: ωB97M-V/def2-TZVPD

Kohn-Sham gap   9.1 eV
Calculated total energy   -11886.66550 eV
Maximum force   2.7 eV/Å

Last column: Mulliken charge in e.
Geometry (Å):
N  0.1063  0.3068  -0.5439  -0.23
C  -0.5687  0.1183  0.7238  0.26
H  0.2529  0.4185  4.2889  0.31
H  -0.0777  0.8615  1.3957  -0.15
H  -1.5704  0.6022  0.7080  0.26
H  1.0438  2.3345  0.8615  0.17
H  -0.0946  1.8437  4.2380  0.32
H  0.6031  2.6126  -2.7123  0.23
H  0.1401  -1.9011  1.2006  0.34
C  0.4941  1.5461  -1.0328  0.47
H  -0.4241  -3.7761  -3.8575  0.32
N  1.0282  2.4635  -0.1388  -0.47
O  -0.6314  -4.3861  -4.5681  -0.64
C  -0.7479  -1.2767  1.2983  -1.24
H  -0.0622  -0.3682  -1.2689  0.22
O  0.6886  1.2749  4.3246  -0.65
N  0.4236  1.7199  -2.2851  -0.72
H  -1.0462  -1.2035  2.3461  0.34
H  1.9137  2.8398  -0.4325  0.21
H  -1.5156  -1.7590  0.7090  0.34
H  0.0444  -4.2714  -5.2543  0.32

Formula: C31H39N5PdS
Source: OMol25
Level of theory: ωB97M-V/def2-TZVPD

Total charge   -2
Expectation value of S²   2.019
Kohn-Sham gap (spin up / spin down)   3.4 / 3.9 eV
Calculated total energy   -54535.73230 eV
Maximum force   8.9 eV/Å
Spin multiplicity   3

Last column: Mulliken charge in e.
Geometry (Å):
C  -1.8051  -4.3575  2.0720  -0.09
H  -0.3622  -2.5600  -4.9928  0.63
H  -2.7762  -0.5990  -2.9360  0.28
H  -1.5527  4.3090  -6.1839  0.34
H  2.5935  0.1229  -5.6861  0.42
C  -1.6637  -4.1047  3.4236  -0.60
H  -2.2269  2.4479  1.0217  0.14
C  -0.4943  -3.4015  3.7597  -0.56
H  0.5105  1.3334  3.4783  0.38
C  0.6438  2.9169  -1.9142  -1.13
N  -0.3542  -1.1027  -3.4127  0.55
H  -2.6694  -4.8140  1.6909  0.37
C  -4.6672  0.7384  3.5866  -0.57
H  3.7780  1.5073  -1.1385  0.30
N  0.1791  -2.4024  -1.9743  0.06
H  -4.4087  -0.9712  4.9241  0.34
H  -0.0380  3.8843  -7.0327  0.36
S  -2.4585  -0.8926  0.6858  -0.14
H  1.4050  3.7136  -1.9033  0.23
H  1.2642  2.0224  -6.3174  0.33
H  -2.2713  -1.5686  3.5739  0.05
H  -0.2846  -3.2774  4.8025  0.28
C  -3.1929  -0.3620  2.1354  -0.40
H  -5.7266  0.4660  3.6275  0.33
C  -1.6168  0.9082  -3.9334  1.17
H  -2.3568  -4.4154  4.2004  0.39
H  3.2751  -0.1951  -1.1300  0.46
H  1.7495  -1.3498  -5.1796  0.37
C  0.4152  -3.7386  1.8274  0.37
C  -0.9804  3.4897  -6.6357  -1.44
H  -4.5676  1.7662  3.9499  0.26
H  0.8102  2.2966  -2.8078  -0.08
C  -1.3686  2.9567  0.5623  -1.70
C  -0.7877  -4.1194  1.1472  -0.28
H  -1.1564  1.4417  2.9019  0.40
C  -0.2098  2.0518  0.3937  0.98
C  -0.4633  0.1261  -4.1487  0.08
N  -2.9820  -0.8602  3.3735  0.10
C  -1.7087  2.0804  -4.7067  -1.17
C  -3.8032  -0.2312  4.3918  -0.64
C  0.6234  0.4934  -4.9616  1.03
H  -2.3546  0.7723  -1.9079  -0.02
C  0.2082  -3.2554  -3.0052  -1.08
H  -0.3404  3.3873  -2.0097  0.30
C  -2.6523  0.4931  -2.9363  -1.50
C  0.4652  1.6831  -5.6968  -1.20
H  2.1333  -2.9216  0.6738  0.13
N  -4.1420  0.5918  2.2392  -0.07
H  0.4092  -4.3111  -3.0028  0.46
C  2.9203  0.8305  -1.2919  -1.74
H  -0.9466  -4.0526  0.0257  0.17
N  0.4791  -2.9574  2.9193  -0.18
H  -2.5555  2.7220  -4.5919  0.38
H  -0.3322  -0.1524  2.9868  -0.10
C  -0.0585  -1.1540  -2.0755  -0.29
H  2.3830  -0.2383  -3.9648  0.19
H  -1.0756  3.7943  1.2121  0.27
H  -1.5666  3.1227  -7.4925  0.26
H  -3.6201  0.9586  -3.1448  0.51
H  2.6201  0.9363  -2.3395  0.14
C  0.2890  1.1159  1.3740  0.40
C  2.3865  -0.3603  1.6527  -1.63
H  -3.1891  0.2946  5.1331  0.29
C  0.7084  2.0565  -0.7110  0.78
C  1.4949  0.5309  0.8666  0.96
H  -4.5422  1.0511  1.4185  0.27
C  -0.1810  -2.4182  -3.9662  -0.71
C  1.8970  -0.2882  -4.9523  -1.52
C  -0.2089  0.9175  2.7563  -1.37
C  1.7682  -4.2558  1.3970  -0.99
H  1.8512  -1.2885  1.9234  0.06
H  -1.6804  3.3748  -0.4001  0.41
Pd  -0.1115  0.1796  -0.4195  0.12
C  -0.7282  2.3901  -5.6408  1.17
H  2.6948  0.0659  2.6181  0.25
H  3.3093  -0.5811  1.0951  0.42
C  1.7463  1.0976  -0.4270  0.27

Formula: C5H5N2O4S
Source: OMol25
Level of theory: ωB97M-V/def2-TZVPD

Total charge   -1
Kohn-Sham gap   7.2 eV
Calculated total energy   -27271.12707 eV
Maximum force   2.2 eV/Å

Last column: Mulliken charge in e.
Geometry (Å):
N  -0.3899  -2.2362  0.0666  -0.68
C  0.4009  -1.3360  0.0281  0.60
O  -2.5809  -1.1997  0.6084  -0.72
C  1.6468  -0.7629  -0.0348  0.45
C  1.9681  0.5832  -0.0544  -0.52
H  2.3688  -2.5564  -0.0809  0.27
H  1.5786  2.6702  -0.0515  0.26
H  -1.4341  -1.9713  0.2684  0.53
C  1.1280  1.6882  -0.0219  -0.79
S  -2.4876  0.1522  -0.0220  1.15
O  -3.2379  1.1541  0.7095  -0.67
O  2.7368  -1.6664  -0.0667  -0.58
O  -2.7498  0.1024  -1.4480  -0.67
C  -0.2659  1.6043  0.0416  0.21
H  -0.8534  2.5302  0.0352  0.36
N  -0.8651  0.4738  0.1227  -0.54
H  3.0364  0.7704  -0.1006  0.32